No. 1
Here is a structure of composition C41H58AsN2PPdS2Si from the OMol25 dataset. Energies are from the ωB97M-V functional and the def2-TZVPD basis.

Last column: Mulliken charge in e.
Atoms and positions in Å:
1 Pd 1.9091 -0.4347 0.2464  0.021
2 C -2.4047 4.6210 2.5504  -1.685
3 C -2.9634 4.2551 1.1677  2.323
4 C -4.4647 4.0008 1.3013  -2.058
5 C -2.7528 5.4373 0.2098  -1.718
6 C -2.2316 3.0366 0.6320  0.032
7 C -0.8272 3.0482 0.4785  -1.141
8 C -0.1434 1.9620 0.0590  -1.307
9 N -0.7907 0.7426 -0.2400  0.868
10 C -2.2039 0.7509 -0.2557  -0.044
11 C -2.8640 1.8621 0.2316  -0.645
12 C -2.1043 -1.5627 -0.9068  0.250
13 C -2.6394 -2.8729 -1.1812  -0.784
14 C -1.8743 -3.9707 -1.3657  0.771
15 C -0.4458 -3.8172 -1.2931  -1.462
16 C 0.0723 -2.6202 -0.9849  -0.901
17 N -0.7107 -1.5012 -0.7637  1.045
18 C -2.4580 -5.3407 -1.6745  1.971
19 C -3.9707 -5.3836 -1.4581  -1.875
20 C -2.1556 -5.6548 -3.1476  -1.581
21 C -1.8050 -6.4063 -0.7823  -1.728
22 H -2.9405 5.4799 2.9611  0.477
23 H -1.3475 4.8872 2.4958  0.335
24 H -2.5085 3.7862 3.2458  0.349
25 H -4.9531 4.8911 1.7010  0.449
26 H -4.6743 3.1717 1.9806  0.382
27 H -4.9221 3.7784 0.3346  0.383
28 H -3.2623 6.3276 0.5863  0.457
29 H -3.1501 5.2072 -0.7805  0.357
30 H -1.6944 5.6794 0.0996  0.324
31 H -0.2476 3.9348 0.7022  0.623
32 H 0.9286 1.9257 -0.0493  0.414
33 H -3.9395 1.7890 0.2892  0.497
34 H -3.7112 -2.9538 -1.1826  0.447
35 H 0.2245 -4.6472 -1.4517  0.438
36 H 1.1322 -2.4392 -0.8742  0.721
37 H -4.4980 -4.7317 -2.1572  0.309
38 H -4.2398 -5.0931 -0.4409  0.405
39 H -4.3322 -6.3991 -1.6261  0.465
40 H -2.6392 -4.9304 -3.8051  0.332
41 H -2.5256 -6.6508 -3.4003  0.439
42 H -1.0828 -5.6323 -3.3462  0.373
43 H -1.8782 -6.1383 0.2731  0.361
44 H -0.7523 -6.5547 -1.0221  0.379
45 H -2.3095 -7.3630 -0.9266  0.458
46 C -5.3171 -1.6601 -2.3304  -1.368
47 Si -4.6849 -0.2704 -1.2279  0.483
48 C -4.8879 1.2834 -2.2777  -1.170
49 C -5.7615 -0.1788 0.3216  -1.297
50 C -2.8681 -0.4348 -0.7516  1.008
51 C -0.0253 -0.3270 -0.4423  -1.473
52 H -6.1554 -1.2610 -2.9077  0.483
53 H -5.6897 -2.5242 -1.7774  0.347
54 H -4.5638 -2.0032 -3.0418  0.359
55 H -5.8921 1.6936 -2.1420  0.365
56 H -4.7854 1.0166 -3.3324  0.351
57 H -4.1692 2.0746 -2.0712  0.372
58 H -6.5488 0.5722 0.2265  0.367
59 H -5.1719 0.0653 1.2074  0.402
60 H -6.2459 -1.1387 0.5135  0.380
61 S 1.0606 -1.1981 2.6228  -0.505
62 P 2.9278 -0.5291 2.8803  1.314
63 S 4.0746 -0.9962 1.2850  -0.676
64 C 3.6768 -1.0793 4.4307  0.399
65 C 3.2201 -0.5486 5.6348  -0.409
66 C 3.7619 -0.9831 6.8329  -0.611
67 C 4.7617 -1.9482 6.8328  -0.408
68 C 5.2170 -2.4777 5.6345  -0.643
69 C 4.6748 -2.0453 4.4320  -0.372
70 C 2.9255 1.2904 3.0184  0.366
71 C 1.7420 2.0172 3.0211  -0.467
72 C 1.7778 3.4055 3.0771  -0.267
73 C 2.9928 4.0696 3.1320  -0.544
74 C 4.1794 3.3441 3.1344  -0.677
75 C 4.1461 1.9613 3.0784  -0.661
76 H 2.4422 0.2062 5.6351  0.365
77 H 3.4071 -0.5676 7.7671  0.384
78 H 5.1865 -2.2861 7.7693  0.375
79 H 5.9966 -3.2285 5.6325  0.384
80 H 5.0268 -2.4518 3.4920  0.320
81 H 0.7968 1.4905 2.9684  0.410
82 H 0.8486 3.9624 3.0821  0.478
83 H 3.0207 5.1511 3.1746  0.420
84 H 5.1305 3.8594 3.1764  0.414
85 H 5.0717 1.3978 3.0613  0.393
86 C 3.2878 1.2784 -5.7554  -1.169
87 C 3.7924 1.6021 -4.3532  -0.736
88 As 2.6348 0.8602 -2.9308  0.219
89 C 3.4214 1.8514 -1.4139  1.099
90 C 4.9393 1.9096 -1.3078  -1.359
91 C 3.5450 -0.8770 -2.6965  0.102
92 C 3.1383 -1.9044 -3.7485  -1.567
93 H 3.8852 1.7805 -6.5190  0.372
94 H 2.2518 1.5983 -5.8810  0.353
95 H 3.3241 0.2093 -5.9653  0.236
96 H 3.7934 2.6853 -4.2038  0.442
97 H 4.8185 1.2587 -4.2096  0.378
98 H 3.0331 1.4261 -0.4753  -1.269
99 H 2.9866 2.8536 -1.4829  0.511
100 H 5.3543 0.9135 -1.1470  0.265
101 H 5.2389 2.5218 -0.4543  0.403
102 H 5.4011 2.3337 -2.2003  0.345
103 H 3.2858 -1.2550 -1.7023  -0.103
104 H 4.6252 -0.7165 -2.6944  0.437
105 H 2.0521 -1.9486 -3.8604  0.335
106 H 3.4830 -2.9033 -3.4727  0.388
107 H 3.5604 -1.6775 -4.7278  0.399

Output
E ... -149595.6933 eV
Energy above the lowest of the compared OMol25 structures with the same formula, charge and spin ... 19.8 kcal/mol
HOMO level (spin up / spin down) ... -5.533 / -7.652 eV
Spin multiplicity ... 3
LUMO energy (spin up / spin down) ... 0.02 / -0.28 eV

No. 2
Here is a cluster of 2 separate species, C4H15NOP3 in total from the OMol25 dataset. Energies are from the ωB97M-V functional and the def2-TZVPD basis.

Last column: Mulliken charge in e.
Atoms and positions in Å:
1 C 2.9434 -0.1483 0.3514  -1.514
2 C 0.7418 0.9094 0.5190  -0.942
3 C 1.6673 0.1071 -0.4113  0.511
4 C -1.5997 0.2636 -0.1176  -0.561
5 N -0.5008 1.2106 -0.2053  0.013
6 O 1.8052 1.0680 -1.5592  -0.613
7 P -2.6020 0.0331 -1.6171  -0.098
8 P -2.5868 0.7332 1.3597  0.007
9 P -0.7853 -2.0269 0.6789  0.147
10 H 3.7175 -0.6606 -0.0438  0.464
11 H 2.4729 -0.8493 1.0216  0.405
12 H 3.2730 0.6447 0.9092  0.441
13 H 1.0821 1.9136 0.9505  0.500
14 H 0.4389 0.3070 1.4455  0.254
15 H 1.1904 -0.7711 -0.8309  0.224
16 H -0.1238 1.3156 -1.1466  0.400
17 H -0.8801 2.1746 0.0383  0.475
18 H 2.7050 1.1696 -1.7939  0.331
19 H -1.8212 -0.7420 -2.5399  0.084
20 H -2.9823 -1.3399 -1.2423  0.101
21 H -3.3005 -0.4517 1.3593  0.072
22 H -1.6732 0.0402 2.1967  0.055
23 H -1.0733 -2.4218 -0.6263  0.091
24 H -2.1084 -2.4787 1.3038  0.152

Output
Charge ... +1
E ... -35783.7020 eV
Energy above the lowest of the compared OMol25 structures with the same formula, charge and spin ... 0.0 kcal/mol
HOMO level ... -12.272 eV
LUMO energy ... -4.69 eV

No. 3
Here is a cluster of 19 separate species, C57H76O57 in total from the OMol25 dataset. Energies are from the ωB97M-V functional and the def2-TZVPD basis.

Last column: Mulliken charge in e.
Atoms and positions in Å:
1 C -0.2975 -1.4227 -4.6800  0.782
2 C -1.4275 -0.7506 -5.4569  -0.599
3 O -1.5560 0.4971 -4.7796  -0.386
4 C -0.3688 0.8100 -4.1004  0.012
5 O 0.0020 1.8030 -3.6613  0.151
6 O 0.3100 -0.3515 -3.9685  0.038
7 H 0.4583 -1.8215 -5.3421  0.313
8 H -0.6033 -2.0434 -3.7777  -0.815
9 H -2.4025 -1.2741 -5.2893  0.494
10 H -1.1727 -0.6190 -6.5223  0.183
11 C -5.6043 -0.2736 -1.2876  0.018
12 C -6.8860 -0.4175 -0.4497  -0.612
13 O -6.3711 -1.2711 0.6326  -0.339
14 C -5.0012 -1.1264 0.6022  -0.310
15 O -4.2650 -1.6939 1.4031  -0.513
16 O -4.4903 -0.2833 -0.3526  0.741
17 H -5.5742 0.6576 -1.8086  -0.018
18 H -5.4767 -1.1836 -1.8782  0.168
19 H -7.6531 -0.9800 -0.9704  0.348
20 H -7.3029 0.4547 -0.0089  0.289
21 C 2.5216 -5.0128 -3.0194  -0.336
22 C 1.3357 -5.4641 -3.9412  -0.676
23 O 0.2650 -4.7535 -3.4142  -0.263
24 C 0.6530 -3.9093 -2.3759  -0.168
25 O -0.1683 -3.2219 -1.7373  0.075
26 O 1.9705 -4.0289 -2.1782  0.311
27 H 3.3909 -4.5966 -3.5654  0.366
28 H 2.8323 -5.8877 -2.4215  0.271
29 H 1.0547 -6.5063 -3.8967  0.259
30 H 1.3897 -5.2493 -5.0444  0.315
31 C 1.5994 3.1978 -6.0219  0.327
32 C 0.2687 3.3494 -6.7620  0.100
33 O 0.0278 1.9868 -7.2811  -0.377
34 C 1.0972 1.2540 -7.0403  0.718
35 O 1.1739 0.0944 -7.3058  -0.609
36 O 2.0372 1.8842 -6.4084  -0.331
37 H 1.2791 2.9769 -5.0037  -0.467
38 H 2.3575 3.9736 -6.1282  0.448
39 H 0.2506 4.0106 -7.5565  0.414
40 H -0.5355 3.6038 -6.0402  -0.272
41 C -0.7243 6.1958 -1.1576  0.187
42 C -0.5280 4.7165 -0.9363  1.337
43 O -0.4261 4.2414 -2.3054  0.796
44 C -0.3879 5.2649 -3.1801  -0.060
45 O -0.2919 5.0900 -4.3720  -0.603
46 O -0.3865 6.4265 -2.5473  -0.466
47 H -0.0502 6.8278 -0.5846  0.359
48 H -1.8060 6.3493 -0.9978  0.099
49 H -1.3131 4.1817 -0.4889  -0.957
50 H 0.3955 4.3237 -0.3930  -0.629
51 C 0.3568 -5.9315 0.7006  0.323
52 C -0.5933 -7.0458 1.1116  -0.525
53 O -0.3646 -8.0900 0.1550  -0.395
54 C 0.1401 -7.5247 -0.9302  0.406
55 O 0.2769 -8.0984 -2.0096  -0.632
56 O 0.4652 -6.2301 -0.7261  0.157
57 H 1.3240 -6.0337 1.1729  0.243
58 H -0.0376 -4.9096 0.6916  -0.179
59 H -1.6430 -6.8924 1.2091  0.263
60 H -0.3291 -7.4342 2.0546  0.404
61 C 3.9334 2.6778 1.8560  -0.122
62 C 2.5676 2.2128 1.3775  0.315
63 O 2.3493 3.0286 0.2157  0.471
64 C 3.2585 3.9974 0.0811  0.452
65 O 3.1235 4.8267 -0.7967  -0.602
66 O 4.2082 3.8284 1.0524  -0.472
67 H 4.6347 1.9435 1.5734  0.209
68 H 4.0287 2.9669 2.8587  0.248
69 H 1.8149 2.4327 2.1129  -0.030
70 H 2.3250 1.2036 1.1394  -0.390
71 C 3.3719 -2.8842 1.2479  0.965
72 C 4.1661 -1.6103 1.7025  0.610
73 O 5.4400 -2.1338 2.1295  -0.450
74 C 5.3508 -3.4785 2.2818  0.618
75 O 6.2271 -4.2005 2.7447  -0.658
76 O 4.1515 -3.9089 1.8925  -0.430
77 H 3.4102 -2.9234 0.1313  -0.141
78 H 2.3474 -2.8301 1.6354  -0.052
79 H 3.8150 -1.1454 2.5822  -0.114
80 H 4.3120 -0.8204 0.9952  -0.378
81 C -5.7229 5.2367 1.9116  0.663
82 C -6.5709 5.0115 0.6546  -0.295
83 O -5.7019 5.4578 -0.3929  -0.331
84 C -4.6852 6.1595 0.1021  0.652
85 O -3.8225 6.6020 -0.5565  -0.573
86 O -4.7075 6.1387 1.4443  -0.373
87 H -5.3318 4.2662 2.1912  -0.647
88 H -6.2660 5.7051 2.7423  0.427
89 H -7.4654 5.5925 0.6545  0.305
90 H -6.8694 3.9934 0.5631  0.166
91 C 3.4262 1.3239 -3.2694  0.149
92 C 2.6292 0.5179 -2.2573  1.178
93 O 3.4533 0.4502 -1.0933  0.423
94 C 4.7211 0.9133 -1.4730  -0.087
95 O 5.6464 1.0645 -0.7185  -0.681
96 O 4.7919 1.3129 -2.7196  -0.414
97 H 3.2111 2.4070 -3.4279  -0.089
98 H 3.4443 0.8419 -4.2631  0.200
99 H 2.4101 -0.4632 -2.5662  0.080
100 H 1.6219 0.9800 -2.0109  -0.866
101 C -2.3909 -2.7218 4.4681  -0.240
102 C -1.4477 -2.0738 3.4212  1.924
103 O -0.8016 -3.2117 2.8977  0.123
104 C -1.0008 -4.3565 3.5881  0.255
105 O -0.6148 -5.4283 3.3482  -0.482
106 O -1.8496 -4.0898 4.5942  -0.441
107 H -3.3212 -2.7444 3.9260  0.191
108 H -2.5689 -2.1228 5.4034  0.333
109 H -0.7530 -1.3993 3.7845  -0.795
110 H -2.0722 -1.6821 2.5776  -0.888
111 C -0.1218 -0.4962 0.0655  0.801
112 C -1.5829 -0.4880 -0.2081  -0.026
113 O -1.9923 0.6215 0.5637  0.975
114 C -0.9406 1.4707 0.7235  -0.409
115 O -1.0619 2.5166 1.2406  -0.144
116 O 0.2125 0.8754 0.1852  0.462
117 H 0.3577 -0.9905 -0.8053  -0.413
118 H 0.3060 -1.0103 0.9402  -0.670
119 H -2.1956 -1.3062 0.1770  0.083
120 H -1.7773 -0.3349 -1.2872  -0.369
121 C 7.0597 -1.7949 -1.2490  -0.507
122 C 7.6503 -1.7366 -2.6372  -0.352
123 O 6.5570 -2.2981 -3.4088  -0.463
124 C 5.4243 -2.4476 -2.6629  0.444
125 O 4.3772 -2.7750 -3.0748  -0.510
126 O 5.6891 -2.1617 -1.4181  0.114
127 H 7.0662 -0.9002 -0.6949  0.309
128 H 7.5236 -2.5755 -0.6287  0.428
129 H 8.4956 -2.3532 -2.7675  0.295
130 H 7.9391 -0.7433 -2.9934  0.254
131 C -2.5276 4.5049 3.0745  0.658
132 C -1.5328 5.6278 2.6755  0.359
133 O -0.2671 5.0570 3.2283  -0.357
134 C -0.5471 4.0046 4.0200  0.367
135 O 0.2191 3.3220 4.5940  -0.510
136 O -1.8593 3.7469 4.0575  -0.361
137 H -2.8670 3.9406 2.2232  -0.577
138 H -3.2842 5.0447 3.6399  0.464
139 H -1.5596 6.6363 3.0992  0.365
140 H -1.5505 5.6598 1.5886  -0.618
141 C 7.3232 -2.8168 6.7740  -0.369
142 C 7.3212 -1.6931 5.6740  -0.188
143 O 6.0058 -1.2665 5.6892  -0.214
144 C 5.4043 -1.6310 6.8934  0.646
145 O 4.3731 -1.2079 7.2991  -0.481
146 O 6.2323 -2.3582 7.6296  -0.377
147 H 8.1782 -2.7503 7.4337  0.270
148 H 7.1314 -3.8215 6.4604  0.290
149 H 7.5550 -2.0122 4.6346  0.189
150 H 8.0027 -0.8808 5.9593  0.256
151 C -4.2318 0.7579 3.3678  1.006
152 C -5.3396 -0.1256 3.9037  -0.456
153 O -6.4088 0.2413 3.1026  -0.354
154 C -6.2051 1.4089 2.5098  0.350
155 O -7.0338 1.9531 1.8288  -0.604
156 O -4.9541 1.7825 2.6935  -0.129
157 H -3.6847 0.1385 2.6888  -0.944
158 H -3.5923 1.1901 4.1087  0.574
159 H -5.6960 0.0463 4.9208  0.333
160 H -5.0628 -1.1611 3.7940  0.206
161 C -2.9426 -5.4412 -2.5926  0.137
162 C -3.3755 -4.5575 -1.4041  0.158
163 O -3.9785 -3.4010 -2.0389  -0.131
164 C -3.5769 -3.3888 -3.3497  0.421
165 O -3.5945 -2.4171 -4.0719  -0.617
166 O -3.1059 -4.5570 -3.7229  -0.345
167 H -3.5413 -6.3404 -2.6999  0.361
168 H -1.8587 -5.7268 -2.4497  -0.309
169 H -2.4582 -4.2125 -0.9028  -0.264
170 H -4.1679 -4.8761 -0.6378  0.435
171 C 1.7628 1.0257 6.4990  -0.261
172 C 3.0223 1.2693 5.7011  -0.449
173 O 2.8441 0.6154 4.4263  -0.094
174 C 1.6011 0.1912 4.3299  -0.077
175 O 1.1019 -0.2433 3.3728  0.108
176 O 0.9047 0.4261 5.5124  -0.373
177 H 1.2553 1.9562 6.7661  0.264
178 H 1.9836 0.3129 7.3138  0.338
179 H 3.9839 0.8882 6.0914  0.208
180 H 3.1981 2.3236 5.5181  0.260
181 C -3.2937 3.9066 -3.8397  0.497
182 C -4.0760 2.6094 -3.7057  0.032
183 O -4.3533 2.4805 -2.3257  -0.155
184 C -3.7686 3.4768 -1.6690  0.014
185 O -3.7424 3.5471 -0.4724  0.068
186 O -3.1701 4.3350 -2.4514  -0.267
187 H -3.8221 4.6782 -4.3376  0.399
188 H -2.3363 3.7845 -4.2587  -0.846
189 H -3.4516 1.6835 -3.9511  -0.189
190 H -4.9937 2.5385 -4.2411  0.491

Output
E ... -177049.5851 eV
Energy above the lowest of the compared OMol25 structures with the same formula, charge and spin ... 27.5 kcal/mol
HOMO level ... -10.184 eV
LUMO energy ... 0.34 eV